(1)
Molecular formula: C26H74N4O9
Method: DFT, ωB97M-V with the def2-TZVPD basis set

Structure (XYZ):
```
113
C26H74N4O9 | OMol25 | ωB97M-V with the def2-TZVPD basis set
C -0.70 1.54 7.16
O -0.75 0.74 6.00
C -1.97 0.81 5.30
C -2.24 -0.51 4.62
C -1.22 -0.80 3.51
N -3.62 -0.50 4.16
H -0.60 2.61 6.93
H 0.18 1.24 7.73
H -1.58 1.39 7.79
H -2.81 1.01 5.98
H -1.93 1.63 4.57
H -2.11 -1.27 5.40
H -0.22 -0.98 3.93
H -1.11 0.07 2.86
H -1.51 -1.68 2.93
H -3.80 -1.31 3.57
H -3.77 0.33 3.58
C 0.24 5.42 -0.02
O -0.23 4.41 0.83
C -1.39 4.78 1.55
C -2.04 3.55 2.15
C -2.31 2.51 1.08
N -3.30 3.85 2.85
H -0.56 5.78 -0.69
H 1.00 4.98 -0.66
H 0.66 6.27 0.54
H -1.11 5.52 2.33
H -2.09 5.34 0.92
H -1.36 3.13 2.90
H -1.47 2.44 0.39
H -3.15 2.80 0.44
H -2.51 1.54 1.53
H -3.12 4.47 3.63
H -3.90 4.41 2.24
C 3.10 -0.59 2.13
O 4.29 -0.04 1.63
C 5.28 0.01 2.62
C 6.48 0.76 2.10
C 6.93 0.20 0.75
N 7.51 0.64 3.14
H 3.27 -1.64 2.44
H 2.31 -0.64 1.39
H 2.76 -0.06 3.03
H 4.92 0.55 3.50
H 5.58 -1.01 2.90
H 6.24 1.82 1.98
H 7.20 -0.85 0.84
H 7.71 0.83 0.31
H 6.09 0.29 0.04
H 8.34 1.14 2.84
H 7.84 -0.33 3.15
C -5.73 0.73 -0.99
O -5.27 0.27 -2.25
C -4.52 -0.90 -2.17
C -4.10 -1.29 -3.56
C -3.58 -2.71 -3.66
N -3.11 -0.35 -4.10
H -4.95 0.66 -0.23
H -6.64 0.20 -0.71
H -5.96 1.79 -1.10
H -3.64 -0.78 -1.53
H -5.09 -1.75 -1.75
H -5.04 -1.23 -4.14
H -3.49 -2.96 -4.73
H -4.25 -3.42 -3.19
H -2.57 -2.81 -3.25
H -2.89 -0.63 -5.05
H -3.53 0.58 -4.20
C 0.74 2.38 -3.65
C 1.81 1.30 -3.57
O 3.06 1.82 -3.19
H 0.97 3.11 -4.42
H 0.70 2.90 -2.68
H -0.25 1.93 -3.78
H 1.96 0.88 -4.57
H 1.50 0.47 -2.94
H 3.16 1.83 -2.23
C -1.30 -3.77 -0.58
C -2.59 -4.54 -0.33
O -2.75 -4.93 1.02
H -1.24 -3.50 -1.63
H -0.45 -4.43 -0.39
H -1.23 -2.90 0.07
H -2.69 -5.38 -1.03
H -3.44 -3.88 -0.55
H -1.91 -5.24 1.35
C 0.16 0.09 -0.35
C -1.05 0.21 -1.25
O -0.91 -0.65 -2.38
H 0.50 -0.94 -0.21
H -0.03 0.54 0.63
H 1.01 0.64 -0.76
H -1.15 1.25 -1.58
H -1.96 -0.05 -0.70
H -1.71 -0.53 -2.92
C 0.73 -2.51 -4.93
C 1.04 -3.27 -3.63
O 1.08 -2.42 -2.49
H 1.13 -3.07 -5.78
H 1.24 -1.54 -4.91
H -0.34 -2.35 -5.06
H 1.95 -3.85 -3.73
H 0.21 -3.99 -3.50
H 0.26 -1.91 -2.49
C 4.46 -1.35 -2.61
C 4.11 -1.85 -1.21
O 3.45 -3.10 -1.24
H 5.12 -1.99 -3.20
H 4.92 -0.36 -2.54
H 3.53 -1.19 -3.17
H 3.46 -1.08 -0.77
H 5.01 -1.91 -0.61
H 2.64 -2.89 -1.73
```

Summary:
- ΔE to the lowest compared entry with this formula, charge and spin: 38.6 kJ/mol
- Frontier orbital gap: 9.73 eV
- Charge: 0
- HOMO: -9.23 eV
- SMILES: COC[C@H](C)N.COC[C@H](C)N.COC[C@H](C)N.COC[C@H](C)N.CCO.CCO.CCO.CCO.CCO
- E: -52547.434 eV
- LUMO energy: 0.5 eV
- Molar mass: 586.90 g/mol

These are the Mulliken partial charges, in e, on atoms 1 to 2: -0.771, -0.288

---

(2)
Molecular formula: C43H55MnN7O3S2SeSi2Te
Method: DFT, ωB97M-V with the def2-TZVPD basis set

Structure (XYZ):
```
115
C43H55MnN7O3S2SeSi2Te | OMol25 | ωB97M-V with the def2-TZVPD basis set
Mn -1.12 -0.33 -0.75
N -2.83 -2.89 2.12
C -3.02 -2.21 3.35
C -4.04 -2.58 4.21
C -4.24 -1.85 5.37
C -3.45 -0.75 5.66
C -2.44 -0.37 4.78
C -2.21 -1.12 3.64
S -0.88 -0.73 2.54
N -1.56 -1.23 1.05
C -2.38 -2.22 1.02
C -2.81 -2.66 -0.33
C -3.68 -3.70 -0.58
C -3.98 -4.03 -1.89
C -3.40 -3.30 -2.92
C -2.54 -2.26 -2.59
N -2.25 -1.94 -1.32
H -3.50 -3.62 1.95
H -4.68 -3.42 3.97
H -5.03 -2.15 6.05
H -3.62 -0.18 6.56
H -1.82 0.49 4.99
H -4.16 -4.25 0.22
H -4.66 -4.84 -2.11
H -3.60 -3.52 -3.95
H -2.07 -1.65 -3.35
O -7.43 -1.29 3.32
C -6.69 -1.80 2.33
O -6.62 -2.99 2.15
C -5.92 -0.86 1.46
C -4.98 0.00 2.03
C -4.02 0.60 1.23
C -4.03 0.37 -0.14
C -5.05 -0.38 -0.73
C -5.97 -1.02 0.08
N -2.89 0.72 -0.94
C -3.04 1.34 -2.05
C -1.89 1.41 -2.94
C -1.86 2.19 -4.08
C -0.70 2.18 -4.86
C 0.36 1.39 -4.45
C 0.24 0.63 -3.29
N -0.86 0.63 -2.55
H -7.47 -0.33 3.26
H -4.94 0.14 3.10
H -3.21 1.16 1.69
H -5.05 -0.55 -1.80
H -6.70 -1.69 -0.36
H -4.00 1.78 -2.34
H -2.72 2.79 -4.36
H -0.64 2.78 -5.75
H 1.28 1.36 -5.01
H 1.06 0.02 -2.93
C 4.64 0.94 2.19
Si 5.94 1.10 0.85
C 7.26 2.31 1.38
C 6.71 -0.57 0.49
C 5.07 1.78 -0.68
Te 3.83 0.36 -1.70
C 5.38 -0.56 -2.87
Si 4.75 -1.06 -4.57
C 6.08 -2.02 -5.45
C 3.23 -2.15 -4.33
C 4.28 0.47 -5.54
H 5.03 0.39 3.05
H 3.75 0.42 1.83
H 4.33 1.93 2.54
H 7.75 1.97 2.29
H 6.85 3.30 1.57
H 8.03 2.41 0.61
H 7.18 -0.96 1.40
H 7.48 -0.51 -0.27
H 5.96 -1.30 0.16
H 5.74 2.19 -1.43
H 4.39 2.59 -0.39
H 5.77 -1.41 -2.32
H 6.17 0.18 -2.95
H 6.37 -2.91 -4.89
H 6.98 -1.41 -5.60
H 5.74 -2.35 -6.44
H 3.51 -3.11 -3.89
H 2.74 -2.35 -5.28
H 2.50 -1.68 -3.66
H 5.15 1.10 -5.73
H 3.54 1.08 -5.01
H 3.87 0.20 -6.52
C 2.20 -2.39 0.81
S 1.51 -2.57 -0.83
C 0.43 -3.96 -0.48
O 0.61 -1.37 -1.03
H 2.79 -3.28 1.02
H 1.40 -2.25 1.53
H 2.85 -1.52 0.77
H 1.06 -4.83 -0.29
H -0.18 -4.13 -1.36
H -0.18 -3.74 0.39
C 1.69 3.15 2.72
N 0.31 3.28 2.26
C -0.24 2.61 1.23
Se 0.60 1.40 0.12
N -1.53 3.00 1.15
C -1.82 3.94 2.14
C -2.98 4.63 2.46
C -2.90 5.50 3.53
C -1.72 5.67 4.25
C -0.56 4.98 3.93
C -0.64 4.11 2.85
H 2.24 2.55 2.01
H 1.71 2.66 3.70
H 2.13 4.14 2.80
H -2.13 2.69 0.40
H -3.90 4.50 1.90
H -3.78 6.06 3.82
H -1.70 6.36 5.09
H 0.35 5.12 4.48
```

Summary:
- ΔE to the lowest compared entry with this formula, charge and spin: 0.0 kJ/mol
- Frontier orbital gap (spin up / spin down): 5.74 / 5.71 eV
- Charge: +2
- HOMO (spin up / spin down): -11.41 / -11.41 eV
- Expectation value of S²: 0.7784
- 2S+1: 2
- E: -203434.912 eV
- LUMO energy (spin up / spin down): -5.7 / -5.7 eV
- Molar mass: 1099.76 g/mol

These are the Mulliken partial charges, in e, on atoms 1 to 2: -0.671, -0.067

---

(3)
Molecular formula: C6H7N
Method: DFT, ωB97M-V with the def2-TZVPD basis set

Structure (XYZ):
```
14
C6H7N | OMol25 | ωB97M-V with the def2-TZVPD basis set
N -0.51 3.26 -0.97
C -0.38 2.14 -0.69
C -0.14 0.76 -0.41
C 1.03 0.27 0.03
C 0.94 -1.18 0.13
C -0.26 -1.57 -0.33
C -1.10 -0.37 -0.68
H 1.89 0.87 0.34
H 1.72 -1.83 0.53
H -0.59 -2.59 -0.46
H -1.40 -0.35 -1.73
H -2.03 -0.36 -0.09
H 0.18 0.65 1.94
H 0.64 0.30 2.39
```

Summary:
- ΔE to the lowest compared entry with this formula, charge and spin: 241.7 kJ/mol
- Frontier orbital gap: 9.28 eV
- Charge: 0
- HOMO: -9.16 eV
- SMILES: N#CC1=CC=CC1.[H][H]
- E: -7823.142 eV
- LUMO energy: 0.1 eV
- Molar mass: 93.13 g/mol

These are the natural (NBO) partial charges, in e, on atoms 1 to 2: -0.312, 0.268

---

(4)
Molecular formula: C2HFOPm
Method: DFT, ωB97M-V with the def2-TZVPD basis set

Structure (XYZ):
```
6
C2HFOPm | OMol25 | ωB97M-V with the def2-TZVPD basis set
H 1.84 -0.99 1.42
O 1.06 -2.24 0.30
C 0.88 -1.06 0.83
C 0.07 -0.04 0.50
F -1.12 -0.04 1.22
Pm 0.25 1.78 -1.26
```

Summary:
- ΔE to the lowest compared entry with this formula, charge and spin: 0.0 kJ/mol
- Frontier orbital gap (spin up / spin down): 6.62 / 7.39 eV
- Charge: +2
- HOMO (spin up / spin down): -18.29 / -19.02 eV
- Expectation value of S²: 8.7551
- 2S+1: 6
- E: -23384.690 eV
- LUMO energy (spin up / spin down): -11.7 / -11.6 eV
- Molar mass: 205.03 g/mol

These are the natural (NBO) partial charges, in e, on atoms 1 to 2: 0.333, -0.308

---

(5)
Molecular formula: C18H42BrN6O6
Method: DFT, ωB97M-V with the def2-TZVPD basis set

Structure (XYZ):
```
73
C18H42BrN6O6 | OMol25 | ωB97M-V with the def2-TZVPD basis set
Br -16.03 11.98 10.01
C -14.44 10.13 6.77
C -14.78 9.01 6.01
O -14.58 8.96 4.75
N -15.16 7.92 6.58
C -15.54 6.59 5.97
H -13.98 11.01 6.29
H -13.56 9.92 7.32
H -15.17 10.51 7.61
H -15.62 8.24 7.37
H -15.71 5.68 6.54
H -15.02 6.41 4.98
H -16.41 6.48 5.42
C -14.78 8.32 16.42
C -15.66 8.56 15.19
O -16.89 8.32 15.27
N -15.18 9.04 14.14
C -15.87 9.57 12.96
H -15.42 8.35 17.50
H -14.09 9.15 16.37
H -14.31 7.28 16.27
H -14.20 9.09 13.97
H -16.75 10.03 13.19
H -16.02 8.63 12.38
H -15.36 10.07 12.02
C -19.90 12.37 8.76
C -19.54 11.71 7.53
O -20.37 11.64 6.67
N -18.33 11.32 7.25
C -17.98 10.60 6.01
H -19.32 12.61 9.75
H -20.55 11.83 9.27
H -20.51 13.20 8.60
H -17.58 11.27 7.90
H -17.55 9.57 6.13
H -17.46 11.14 5.17
H -18.85 10.38 5.59
C -13.68 15.10 11.77
C -14.00 15.89 10.51
O -13.48 17.01 10.19
N -14.89 15.38 9.75
C -15.18 15.82 8.48
H -14.06 14.02 11.81
H -14.08 15.78 12.42
H -12.43 15.01 11.90
H -15.29 14.51 9.91
H -15.42 15.00 7.86
H -14.14 15.94 8.03
H -15.80 16.67 8.45
C -13.43 8.48 10.38
C -14.64 7.88 9.80
O -14.84 6.62 9.98
N -15.61 8.62 9.41
C -16.99 8.12 8.97
H -12.71 7.71 10.38
H -13.73 9.14 11.40
H -13.05 8.98 9.47
H -15.62 9.58 9.55
H -16.98 7.23 8.47
H -17.58 9.01 8.37
H -17.67 7.70 9.77
C -9.16 11.26 7.82
C -10.31 11.86 8.80
O -9.92 11.89 9.90
N -11.43 12.24 8.28
C -12.60 12.61 9.01
H -8.21 11.23 8.41
H -8.55 11.84 7.05
H -9.31 10.24 7.71
H -11.58 12.15 7.27
H -13.37 12.94 8.19
H -12.45 13.68 9.70
H -13.10 11.72 9.52
```

Summary:
- ΔE to the lowest compared entry with this formula, charge and spin: 361.3 kJ/mol
- Frontier orbital gap: 8.92 eV
- Charge: -1
- HOMO: -6.53 eV
- E: -110611.346 eV
- LUMO energy: 2.4 eV
- Molar mass: 518.47 g/mol

These are the Mulliken partial charges, in e, on atoms 1 to 2: -0.751, -0.326

---

(6)
Molecular formula: C17H30BrFO6
Method: DFT, ωB97M-V with the def2-TZVPD basis set

Structure (XYZ):
```
55
C17H30BrFO6 | OMol25 | ωB97M-V with the def2-TZVPD basis set
O -0.69 0.48 1.77
C -1.38 -0.13 2.75
O -0.83 -1.09 3.77
C -1.79 -2.22 3.65
C -1.36 -3.26 4.84
C -1.15 -4.80 4.24
F -0.19 -5.61 5.07
C -3.18 -1.35 3.76
Br -3.82 -0.75 5.57
O -2.84 -0.07 3.07
H -1.73 -2.56 2.53
H -0.29 -2.94 5.26
H -2.08 -3.30 5.76
H -0.75 -4.81 3.13
H -2.18 -5.35 4.26
H -4.14 -1.75 3.17
C 1.62 1.97 -2.24
C 1.84 1.19 -0.97
C 1.01 -0.05 -1.20
O 1.01 -0.29 -2.61
C 1.55 0.86 -3.27
H 2.41 2.70 -2.45
H 0.66 2.50 -2.19
H 2.90 0.92 -0.88
H 1.56 1.74 -0.06
H -0.03 0.11 -0.89
H 1.40 -0.92 -0.67
H 2.55 0.60 -3.64
H 0.92 1.13 -4.13
C -0.50 -2.40 -6.55
C 0.35 -1.32 -5.91
C 1.20 -0.87 -7.07
O 0.43 -1.06 -8.26
C -0.73 -1.85 -7.93
H -1.43 -2.60 -6.01
H 0.07 -3.33 -6.61
H -0.29 -0.50 -5.58
H 0.94 -1.67 -5.06
H 2.11 -1.48 -7.17
H 1.50 0.18 -6.99
H -1.60 -1.18 -7.96
H -0.86 -2.63 -8.68
C 0.01 4.32 4.63
C 0.02 2.85 4.33
C 0.83 2.78 3.06
O 1.77 3.86 3.12
C 1.40 4.74 4.19
H -0.19 4.56 5.68
H -0.74 4.82 4.01
H 0.53 2.31 5.14
H -0.98 2.42 4.22
H 0.21 2.93 2.18
H 1.37 1.83 2.96
H 2.13 4.60 5.00
H 1.44 5.78 3.85
```

Summary:
- Frontier orbital gap: 9.29 eV
- Charge: 0
- HOMO: -9.30 eV
- SMILES: O=C1O[C@@H](CCF)[C@@H](Br)O1.C1CCOC1.C1CCOC1.C1CCOC1
- E: -103155.141 eV
- LUMO energy: 0.0 eV
- Molar mass: 429.32 g/mol

These are the natural (NBO) partial charges, in e, on atoms 1 to 2: -0.543, 0.972

---

(7)
Molecular formula: H18O9
Method: DFT, ωB97M-V with the def2-TZVPD basis set

Structure (XYZ):
```
27
H18O9 | OMol25 | ωB97M-V with the def2-TZVPD basis set
O 2.25 49.53 51.47
H 1.38 49.73 51.34
H 2.62 49.80 52.29
O 2.86 47.15 50.15
H 2.45 46.84 49.38
H 2.31 47.91 50.72
O 2.97 51.95 49.83
H 3.10 51.00 50.25
H 3.19 51.90 48.91
O 2.76 50.77 53.46
H 3.49 51.43 53.22
H 1.94 51.26 53.62
O -0.41 48.01 49.65
H -0.13 47.65 50.37
H -0.17 48.82 50.02
O 0.06 50.57 50.79
H 0.10 51.36 50.16
H -0.58 50.61 51.48
O 4.70 48.94 53.92
H 4.30 48.30 53.56
H 3.93 49.59 53.83
O 5.04 51.29 52.56
H 4.99 51.02 51.70
H 5.95 50.96 52.83
O 0.24 48.57 53.03
H 0.58 49.30 53.61
H 0.06 48.09 53.78
```

Summary:
- ΔE to the lowest compared entry with this formula, charge and spin: 505.5 kJ/mol
- Frontier orbital gap: 9.79 eV
- Charge: 0
- HOMO: -10.08 eV
- SMILES: O.O.O.O.O.O.O.O.O
- E: -18716.896 eV
- LUMO energy: -0.3 eV
- Molar mass: 162.14 g/mol

These are the natural (NBO) partial charges, in e, on atoms 1 to 2: -1.002, 0.486

---

(8)
Molecular formula: C12H26N6O3
Method: DFT, ωB97M-V with the def2-TZVPD basis set

Structure (XYZ):
```
47
C12H26N6O3 | OMol25 | ωB97M-V with the def2-TZVPD basis set
H -4.41 3.38 -0.22
N -3.40 3.44 -0.33
C -2.76 2.30 -0.18
N -3.44 1.02 0.05
N -1.37 2.16 -0.15
C -0.53 3.22 -0.60
C 0.85 2.70 -1.03
C 1.58 2.06 0.16
C 2.60 1.00 -0.27
N 2.02 -0.14 -0.99
C 0.92 -0.80 -0.51
O 0.18 -0.45 0.30
C 0.71 -2.15 -1.23
N 2.00 -2.84 -1.41
C -0.38 -3.00 -0.58
C -1.79 -2.40 -0.83
C -2.82 -2.84 0.23
C -2.58 -2.43 1.66
N -2.17 -0.99 1.66
C 3.50 0.57 0.91
O 3.92 1.39 1.70
O 3.72 -0.73 1.03
H -4.37 1.27 0.46
H -2.94 0.58 0.89
H -1.05 1.17 -0.19
H -0.35 3.95 0.21
H -1.06 3.77 -1.39
H 0.65 1.92 -1.81
H 1.45 3.47 -1.53
H 0.82 1.57 0.76
H 2.08 2.78 0.82
H 3.35 1.51 -0.91
H 2.69 -0.73 -1.47
H 0.35 -1.95 -2.24
H 2.28 -3.25 -0.50
H 1.91 -3.62 -2.06
H -0.35 -4.01 -1.00
H -0.13 -3.03 0.48
H -2.13 -2.76 -1.84
H -1.66 -1.28 -0.89
H -2.93 -3.92 0.16
H -3.81 -2.40 -0.04
H -3.52 -2.52 2.23
H -1.83 -3.06 2.09
H -1.16 -0.88 1.23
H -2.14 -0.65 2.62
H 4.36 -0.85 1.75
```

Summary:
- ΔE to the lowest compared entry with this formula, charge and spin: 78.9 kJ/mol
- Frontier orbital gap: 8.61 eV
- Charge: 0
- HOMO: -8.28 eV
- SMILES: [H]/N=C(\N)NCCC[C@H](NC(=O)[C@@H](N)CCCCN)C(=O)O
- E: -27949.721 eV
- LUMO energy: 0.3 eV
- Molar mass: 302.38 g/mol

These are the natural (NBO) partial charges, in e, on atoms 1 to 2: 0.341, -0.811